Molecular formula: C39H113Br6N22O19P5
Method: DFT, ωB97M-V with the def2-TZVPD basis set

```
204
Properties=species:S:1:pos:R:3:forces:R:3
C -12.18500 -2.86663 -3.56763 0.980 -0.456 -0.193
N -13.59149 -2.84717 -3.99474 0.203 0.436 0.600
O -14.24313 -3.85599 -3.81962 -0.065 0.141 -0.292
O -13.98897 -1.77852 -4.39000 -0.733 0.194 -0.449
H -12.15800 -2.59649 -2.51198 -0.084 -0.421 -0.018
H -11.58165 -2.12957 -4.09754 -0.458 -0.013 -0.174
H -11.83323 -3.87115 -3.80278 0.158 0.119 0.528
C -10.01570 -3.28213 8.34050 -0.123 0.192 0.500
N -10.90153 -2.10048 8.82101 -0.043 0.810 -2.022
O -11.74380 -1.61947 8.04182 1.232 -1.256 1.362
O -10.56428 -1.59493 9.87214 -0.374 -0.631 -0.306
H -10.01917 -4.01645 9.14602 0.178 0.292 0.046
H -9.03295 -2.83357 8.19521 -0.071 -0.047 0.343
H -10.26850 -3.79220 7.41097 -0.796 0.645 0.074
C -2.39211 -8.93991 -2.97569 -1.073 0.108 -1.533
N -2.23259 -8.37331 -4.40568 -0.383 0.076 0.086
O -1.21288 -8.82694 -4.92902 -1.652 1.441 -0.454
O -3.10787 -7.57388 -4.87301 3.059 -2.585 1.203
H -3.39842 -8.60615 -2.72265 0.543 0.314 0.932
H -1.48395 -8.71178 -2.41774 -0.556 0.583 0.115
H -2.42600 -10.02582 -3.06362 0.062 0.074 -0.351
C -9.61393 3.99841 4.08632 0.546 0.419 0.957
N -9.62028 3.52926 2.67652 -1.990 1.105 -0.028
O -9.80590 2.34886 2.50101 0.629 -0.249 -0.401
O -9.65816 4.41170 1.81933 0.659 -1.032 0.536
H -10.12620 3.32568 4.77415 -0.076 -0.274 -0.607
H -10.07324 4.98522 4.14416 0.218 -0.132 -0.279
H -8.57790 4.04312 4.42209 0.017 0.159 -0.174
C -4.33668 6.79960 -7.07224 0.882 0.104 1.371
N -4.62009 8.23647 -7.23491 -0.890 2.728 -2.577
O -3.67525 9.04068 -7.31039 -1.215 -1.598 0.651
O -5.80041 8.58511 -7.45242 1.994 -1.060 0.890
H -3.26795 6.73662 -6.86744 -0.112 -0.050 -0.129
H -4.58297 6.17652 -7.93201 -0.461 0.487 0.131
H -4.86125 6.57421 -6.14373 -0.197 -0.621 -0.343
C -5.79907 -2.09465 -10.19205 0.614 -0.575 -0.164
N -6.24591 -0.69971 -9.98845 -0.507 -0.331 0.540
O -5.92738 0.15853 -10.74312 1.370 0.828 -2.314
O -6.93972 -0.45776 -9.04882 -1.309 -0.542 2.107
H -6.33188 -2.53416 -11.03528 0.053 0.318 -0.041
H -5.98283 -2.70404 -9.30719 -0.072 0.438 -0.010
H -4.73133 -2.03318 -10.40241 -0.142 -0.127 -0.111
C -10.45306 -8.65868 3.22414 -0.250 -0.250 0.610
N -9.79310 -7.76632 2.22763 -1.297 2.447 1.298
O -9.01361 -8.21450 1.46739 1.594 -1.681 -1.365
O -10.11160 -6.57407 2.22564 -0.205 -0.875 0.499
H -11.09722 -9.32350 2.64867 -0.051 0.132 0.170
H -10.98174 -8.07057 3.97429 -0.210 0.167 -0.596
H -9.74665 -9.25594 3.80066 0.422 0.058 -0.617
O 7.81560 -10.48886 -0.70155 -0.474 1.428 -1.346
P 7.72000 -9.49129 -1.82247 0.230 -0.431 -0.583
N 9.28809 -8.94058 -2.43529 -3.128 -0.176 -0.655
C 10.00436 -9.66678 -3.46575 -0.281 -0.482 -0.241
C 10.14905 -8.17837 -1.57914 0.454 -0.595 0.680
N 6.78796 -8.10617 -1.42299 1.565 -0.739 -0.680
C 6.56597 -7.00392 -2.41692 0.083 -1.349 0.517
C 5.95774 -8.20029 -0.24088 0.154 0.720 0.551
N 6.92519 -10.12276 -3.22574 0.201 -0.607 0.527
C 5.69887 -10.98275 -3.09154 0.740 0.901 0.473
C 6.88592 -9.30429 -4.42317 -0.114 -0.339 0.261
H 10.62100 -10.48063 -3.08432 0.333 0.053 0.363
H 10.62977 -8.96948 -4.02319 0.112 0.032 0.005
H 9.35402 -10.16933 -4.18172 -0.274 0.275 0.119
H 9.59716 -7.49063 -0.93841 0.035 -0.141 0.030
H 10.92907 -7.63977 -2.11728 -0.340 0.279 -0.458
H 10.71449 -8.91302 -1.00584 0.145 0.219 0.782
H 6.18662 -6.09179 -1.95626 0.059 -0.180 0.294
H 7.50582 -6.78525 -2.92384 0.042 0.051 0.134
H 5.86419 -7.34209 -3.17932 -0.182 0.334 0.069
H 6.38640 -8.83114 0.53783 0.555 0.223 -0.181
H 5.92142 -7.16319 0.09260 -0.510 -0.099 0.615
H 4.95545 -8.62091 -0.32205 -0.306 0.210 -0.750
H 5.27087 -11.31708 -4.03660 1.176 -0.573 -0.466
H 5.93429 -11.78090 -2.38753 -0.361 -0.033 -0.220
H 4.80698 -10.42737 -2.80138 0.095 0.522 0.996
H 7.03268 -9.93788 -5.29789 0.176 0.042 -0.178
H 7.66490 -8.54508 -4.35331 -0.219 0.039 -0.363
H 5.88873 -8.87149 -4.50318 0.028 0.418 -0.298
O -1.10735 -2.54950 -0.51324 -0.127 1.653 1.155
P -1.78398 -1.46345 0.27659 -0.084 0.256 0.670
N -3.33336 -1.07398 -0.37860 3.981 2.793 1.044
C -3.43324 -0.05031 -1.43459 0.074 0.491 0.117
C -4.33332 -2.03905 -0.44328 -0.425 -1.605 0.023
N -0.88368 0.05936 0.47151 -0.545 -1.395 -1.452
C -1.36229 1.11433 1.36120 -0.464 -0.775 0.233
C 0.58121 -0.09628 0.47276 0.047 0.428 0.793
N -2.04458 -1.90026 1.94640 -1.994 0.839 -1.776
C -3.37687 -1.86017 2.58452 0.719 0.312 -0.497
C -0.96273 -2.53882 2.64145 0.767 -0.578 -0.763
H -2.76172 0.80800 -1.41276 0.778 -0.530 0.727
H -4.36765 0.50446 -1.34971 -0.590 -0.606 -0.167
H -3.28805 -0.46671 -2.43140 -0.377 -0.242 -0.090
H -4.30542 -2.52086 -1.42061 -0.868 0.287 -0.474
H -5.24322 -1.53054 -0.12454 -0.601 -0.706 -0.437
H -4.10913 -2.90752 0.17608 -0.108 0.256 0.564
H -2.44393 1.23897 1.30990 -0.057 -0.116 -0.304
H -1.16597 0.84719 2.39956 0.198 0.126 0.334
H -0.91195 2.08230 1.14136 0.174 -0.151 -0.181
H 1.06023 0.79124 0.88621 -0.380 0.613 -0.356
H 0.90805 -0.79200 1.24557 0.106 -0.757 -0.466
H 1.03800 -0.25969 -0.50332 -0.300 -0.410 0.105
H -3.93697 -2.78894 2.47601 0.209 -0.410 0.563
H -3.19589 -1.53659 3.60953 -0.442 -0.345 0.174
H -4.04953 -1.13919 2.11996 0.408 0.355 -0.096
H -1.22470 -2.98800 3.59942 -0.277 0.431 0.031
H -0.12240 -1.85011 2.72882 0.048 0.032 0.547
H -0.58611 -3.35833 2.02936 0.129 -0.254 -0.020
O 6.27871 9.84449 -0.95161 -2.509 2.176 -1.579
P 5.46342 10.82989 -1.80505 0.925 0.174 1.053
N 5.20442 12.40308 -1.04269 2.117 -2.050 0.555
C 4.58712 12.33148 0.29493 -0.546 0.494 -1.312
C 4.88908 13.57238 -1.84050 -0.419 -1.188 -0.074
N 3.89622 10.36379 -2.26017 2.461 -0.662 -0.100
C 3.29838 9.31487 -1.53702 -0.749 -1.167 1.009
C 2.94607 11.24979 -2.84735 0.293 0.238 0.201
N 6.16940 11.16666 -3.30635 -2.475 -0.952 1.642
C 7.47177 11.72442 -3.26778 0.361 0.340 -1.031
C 5.77383 10.34233 -4.44928 0.588 0.966 -0.445
H 4.90484 11.50898 0.93574 0.338 0.102 -0.326
H 3.52435 12.22618 0.07688 -0.549 -0.079 0.648
H 4.72034 13.30314 0.77055 0.151 -0.144 0.269
H 3.82714 13.47703 -2.06697 -0.086 0.620 -0.733
H 5.55226 13.43865 -2.69514 -0.586 0.762 -0.391
H 5.00070 14.55002 -1.37161 0.564 -0.229 0.412
H 2.38287 9.01760 -2.04848 -0.069 -0.169 -0.008
H 3.91987 8.42712 -1.41973 0.194 0.178 -0.079
H 3.01797 9.65519 -0.54020 -0.280 -0.191 0.371
H 3.46616 11.91847 -3.53325 -0.402 0.091 -0.083
H 2.21174 10.61815 -3.34723 -0.133 0.339 -0.296
H 2.46387 11.79565 -2.03641 -0.461 0.456 -0.240
H 7.61322 12.19905 -4.23877 0.354 0.197 -0.147
H 7.48383 12.52453 -2.52766 0.508 -0.331 0.241
H 8.22978 10.94758 -3.16756 0.345 0.239 0.454
H 6.05073 10.98206 -5.28723 -0.424 -0.125 -0.523
H 4.70597 10.12420 -4.43530 0.272 0.149 -0.061
H 6.32129 9.41621 -4.62446 0.212 -0.236 0.572
O 0.22405 1.10899 -9.10241 1.921 -1.142 -0.133
P 1.63542 0.67752 -9.41347 0.516 0.244 0.556
N 2.16164 1.13830 -10.96310 -0.292 -0.400 2.737
C 3.16201 2.14731 -11.12863 -0.587 0.802 -0.685
C 1.55042 0.54867 -12.11288 -0.119 0.282 -0.309
N 1.96229 -1.02787 -9.34786 -0.225 2.138 -0.511
C 3.16700 -1.66879 -9.93088 -1.860 0.016 0.700
C 1.46802 -1.62600 -8.11194 0.092 -0.356 -1.035
N 2.73814 1.35632 -8.25274 -2.087 0.584 -1.404
C 4.14105 1.09213 -8.27105 0.155 -0.738 0.913
C 2.20659 1.99991 -7.03589 -0.800 -0.323 -0.449
H 4.15901 1.73513 -11.28417 0.231 0.254 0.115
H 3.08448 2.89829 -10.34243 0.525 -0.337 0.314
H 2.86438 2.72263 -12.00529 0.323 -0.001 -0.351
H 2.11803 -0.34224 -12.38160 -0.464 -0.250 -0.560
H 1.55776 1.28759 -12.91415 0.321 -0.118 -0.249
H 0.48370 0.38340 -11.96159 0.101 -0.545 0.260
H 3.87239 -1.77248 -9.10640 0.800 0.228 -0.570
H 2.87384 -2.67926 -10.21569 -0.006 -0.225 -0.044
H 3.44140 -1.17423 -10.86266 0.553 0.227 0.495
H 0.69265 -0.96637 -7.72235 -0.227 -0.486 0.080
H 1.12375 -2.60460 -8.44649 -0.619 -0.156 0.647
H 2.22101 -1.80653 -7.34479 0.383 0.270 0.075
H 4.32228 0.10101 -7.85521 0.345 -0.329 0.066
H 4.62538 1.10954 -9.24739 -0.102 0.414 0.064
H 4.55528 1.78734 -7.54084 0.653 0.109 -0.527
H 2.98270 2.13686 -6.28289 0.032 -0.239 -0.133
H 1.39247 1.39292 -6.63983 0.165 -0.151 0.340
H 1.72399 2.96423 -7.19493 0.262 0.226 -0.397
O 0.34584 3.70139 12.75230 0.183 -1.724 0.775
P 0.35373 2.20278 12.78972 1.095 -1.253 0.758
N -0.69093 1.49685 11.63260 0.972 -0.335 0.454
C -2.11491 1.39533 11.86840 -0.630 0.586 0.095
C -0.42029 1.92711 10.25101 0.571 0.171 0.514
N 0.01677 1.37700 14.33869 -0.584 2.429 -1.052
C -0.31468 -0.03649 14.32973 -0.101 0.819 -0.306
C 0.01126 2.05865 15.67045 0.165 0.291 -1.112
N 1.91076 1.53304 12.35301 -0.765 3.380 0.612
C 2.18770 0.18266 11.99430 -0.539 0.089 0.130
C 3.14689 2.35450 12.67397 -1.602 -0.394 -0.017
H -2.68230 1.87799 11.07265 0.208 0.268 -0.214
H -2.41390 1.95908 12.75207 -0.050 -0.443 0.333
H -2.49851 0.37525 11.84859 0.207 -0.205 0.463
H 0.62721 1.77876 9.98866 -0.003 -0.136 0.068
H -0.60449 3.00071 10.21165 -0.243 0.086 -0.540
H -1.04201 1.35269 9.56428 -0.005 0.154 0.041
H 0.56969 -0.59813 14.02881 -0.265 -0.566 0.271
H -0.68524 -0.25854 15.33047 0.286 -0.502 -0.126
H -1.14011 -0.18834 13.63425 0.089 -0.492 -0.057
H -0.45569 3.04354 15.66340 0.037 0.088 -0.477
H -0.57339 1.50546 16.40548 0.192 -0.358 -0.172
H 1.03431 2.20468 16.01708 0.018 -0.139 0.278
H 2.91397 0.22471 11.18259 0.135 -0.565 -0.040
H 2.55135 -0.36895 12.86124 0.403 -0.352 -0.089
H 1.25673 -0.28212 11.66969 0.129 -0.149 -0.219
H 2.91948 3.38591 12.94337 -0.524 -0.053 -0.332
H 3.77952 2.38298 11.78680 0.260 -0.223 0.178
H 3.63841 1.97754 13.57086 0.364 -0.472 -0.222
C -2.83064 -8.86931 8.70439 -0.437 0.282 0.416
Br -2.04278 -10.23746 9.85001 -0.095 0.786 -0.304
Br -2.69201 -6.96624 9.47282 -0.127 -1.964 -0.772
Br -4.67984 -9.40063 8.31395 0.560 0.513 0.212
H -2.33389 -8.91599 7.73529 0.098 0.384 0.446
C 4.16255 7.59222 7.75736 0.727 0.243 0.941
Br 3.48640 8.97637 9.02766 0.404 -0.663 -0.962
Br 6.03950 7.94679 7.18518 -1.188 -0.039 0.258
Br 2.98716 7.22319 6.30466 0.089 0.220 0.061
H 4.23014 6.69882 8.37813 -0.036 0.238 -0.295
```
Positions in Å, forces in eV/Å.

Output
* Kohn-Sham gap: 7.387 eV
* net charge: 0
* HOMO energy: -8.25 eV